The following is a DFT calculation (the ωB97M-V functional and the def2-TZVPD basis) of one molecule with the formula C4H6O2.

```
12
Properties=species:S:1:pos:R:3:forces:R:3
C 0.9859 1.0806 -0.6904 0.0 -0.1 0.0
C -0.0077 0.7919 0.4038 0.3 0.1 0.1
O -1.3622 0.5591 0.0841 -0.2 0.1 0.0
C -0.6571 -0.4922 0.7425 0.0 -0.2 0.2
C -0.5990 -1.7608 -0.0505 0.0 -0.2 0.2
O -0.6026 -2.8467 0.4782 0.1 0.5 -0.3
H 1.9948 1.1003 -0.2651 -0.1 -0.1 -0.1
H 0.9647 0.3615 -1.5125 -0.1 0.0 0.1
H 0.7863 2.0784 -1.0960 0.0 -0.2 0.0
H 0.1028 1.4549 1.2652 0.0 -0.1 -0.1
H -0.9034 -0.6599 1.7924 -0.1 0.0 -0.2
H -0.6360 -1.6430 -1.1534 0.1 0.0 0.1
```
Forces are in eV/Å.

**Energy above the lowest of the compared OMol25 structures with the same formula, charge and spin**: 43.8 kcal per mole
**Orbital gap**: 10.942 eV
**SMILES string**: C[C@H]1O[C@H]1C=O
**E_tot**: -8338.56184 eV



The following is a DFT calculation (the ωB97M-V functional and the def2-TZVPD basis) of a 2-piece molecular cluster, C21H31N4O overall.

```
57
Properties=species:S:1:pos:R:3:forces:R:3
C 0.0949 -2.0774 1.1287 0.0 0.1 0.0
N -0.0804 -1.4896 2.4327 0.2 -0.1 -0.5
C 0.2947 -2.2865 3.5775 -0.4 0.0 -0.1
C 0.6441 -1.3521 4.7032 0.5 -0.2 0.5
C -0.5181 -0.4512 4.9982 -0.4 0.0 0.2
N -1.0751 0.1210 3.7908 0.2 0.1 -0.1
C -1.9939 1.2153 4.0583 0.3 0.1 -0.2
C -2.7348 1.5856 2.8017 -0.7 0.2 -0.1
C -1.8182 1.5481 1.5991 0.1 0.4 -0.2
N -1.1741 0.2742 1.4147 0.3 -0.7 1.0
C -0.8020 -0.3265 2.5255 -0.3 0.4 -0.6
H -0.0119 -1.2745 0.3985 0.1 -0.3 0.2
H 1.0985 -2.5123 1.0668 -0.1 -0.1 0.0
H -0.6564 -2.8582 0.9285 0.1 0.1 0.0
H -0.5297 -2.9589 3.8713 0.2 0.0 0.0
H 1.1470 -2.9036 3.2875 0.0 0.0 0.1
H 0.8842 -1.9258 5.5990 0.1 0.0 0.0
H 1.5269 -0.7607 4.4388 -0.1 -0.1 0.0
H -1.3221 -0.9988 5.5180 0.2 0.0 0.0
H -0.2070 0.3742 5.6527 -0.1 -0.1 -0.1
H -2.6984 0.8965 4.8393 0.2 0.1 -0.1
H -1.4164 2.0743 4.4402 -0.2 -0.2 0.0
H -3.5646 0.8873 2.6441 0.1 0.1 0.0
H -3.1541 2.5889 2.9211 -0.1 -0.1 0.0
H -2.3839 1.7452 0.6830 0.0 0.3 0.3
H -1.0679 2.3579 1.7061 -0.1 -0.2 -0.1
C 3.9741 -2.5282 -3.6920 0.3 0.0 -0.7
C 3.2606 -2.2127 -2.3837 -0.1 0.1 0.4
N 2.4615 -0.9738 -2.4372 -1.4 -0.4 0.7
C 1.2402 -0.9533 -1.8956 0.7 -0.2 -0.3
C 0.4571 0.2062 -1.8070 -0.5 0.7 0.1
C -0.8750 0.2349 -1.4120 0.8 -0.7 -0.7
C -1.7679 1.3127 -1.7453 -0.7 1.2 0.2
C -3.1546 1.0440 -1.8957 0.6 -0.1 -0.1
C -3.9991 1.9739 -2.4962 0.1 0.2 0.0
C -3.5087 3.2391 -2.8513 0.2 -0.4 0.2
C -2.1837 3.5837 -2.5420 0.2 -0.2 0.1
C -1.3141 2.6386 -1.9950 -0.4 -0.5 -0.3
C 3.0078 0.2151 -3.0873 0.1 0.4 -0.3
C 4.2410 -0.1827 -3.8805 0.2 -0.5 -0.5
O 4.0056 -1.4151 -4.5821 -0.1 0.4 0.8
H 5.0108 -2.8441 -3.4647 -0.4 0.0 -0.1
H 3.4489 -3.3351 -4.2201 0.3 0.3 0.0
H 2.5669 -3.0252 -2.1503 0.2 0.1 0.2
H 4.0169 -2.1412 -1.5873 -0.4 0.2 0.0
H 0.8475 -1.9286 -1.5711 0.2 0.5 0.0
H 0.8975 1.1441 -2.1597 -0.2 -0.4 0.1
H -1.3363 -0.6719 -1.0264 0.1 0.1 -0.1
H -3.5281 0.0656 -1.5846 0.1 0.3 -0.2
H -5.0411 1.7085 -2.6969 0.4 0.1 0.1
H -4.1557 3.9513 -3.3666 0.2 -0.2 0.3
H -1.8190 4.5920 -2.7455 -0.1 -0.3 0.0
H -0.2773 2.8966 -1.7682 -0.4 0.0 -0.1
H 2.2529 0.6366 -3.7688 0.1 -0.3 0.2
H 3.2594 0.9896 -2.3466 0.0 -0.2 -0.1
H 4.4295 0.5432 -4.6810 0.1 0.0 0.5
H 5.1011 -0.2560 -3.1849 -0.1 -0.1 -0.5
```
Forces are in eV/Å.

**Energy above the lowest of the compared OMol25 structures with the same formula, charge and spin**: 0.0 kcal per mole
**Charge**: +1
**Orbital gap**: 6.096 eV
**E_tot**: -30280.73989 eV



The following is a DFT calculation (the ωB97M-V functional and the def2-TZVPD basis) of a 2-piece molecular cluster, C4H9N4S overall.

```
18
Properties=species:S:1:pos:R:3:forces:R:3
C 1.0582 -1.7003 -1.6502 1.7 1.2 1.7
C 1.9438 -0.8654 -0.9281 -2.0 -1.1 -0.3
C -0.2469 -1.7607 -1.7650 -3.4 2.0 -0.9
C -0.6970 1.0974 2.0516 -3.1 1.8 -0.2
N -1.3602 -1.5339 -2.1115 0.1 -1.3 0.0
N -0.5741 1.2346 0.7907 0.3 -0.4 0.2
N -1.4812 1.7657 -0.0330 -1.4 0.4 0.2
N 1.4278 0.1295 -0.2651 3.5 -0.7 0.0
S 0.4014 0.0577 2.8980 0.2 -0.2 1.0
H 1.5044 -2.4480 -2.1428 1.7 -2.8 -2.0
H 3.0096 -1.2142 -0.9752 -1.0 1.2 0.4
H -1.6535 1.5812 2.5201 1.9 -1.1 -0.3
H -2.3246 -1.8898 -2.2303 1.1 0.4 0.6
H -1.2698 1.9728 -0.9814 0.9 -0.1 -0.3
H -2.3139 2.2490 0.2644 0.1 0.0 0.7
H 2.0294 0.5931 0.3854 0.6 0.6 0.2
H 0.4678 0.3784 -0.0299 -1.2 0.1 -0.1
H 0.0785 0.3531 4.2020 0.1 0.1 -1.0
```
Forces are in eV/Å.

**Energy above the lowest of the compared OMol25 structures with the same formula, charge and spin**: 95.1 kcal per mole
**Charge**: +1
**Orbital gap**: 7.657 eV
**E_tot**: -21079.63300 eV



The following is a DFT calculation (the ωB97M-V functional and the def2-TZVPD basis) of C3H6NO as an isolated structure.

```
11
Properties=species:S:1:pos:R:3:forces:R:3
C 1.2467 1.0991 -0.0617 -3.0 3.0 0.5
C 0.2846 -0.1734 0.3102 0.4 1.9 2.9
C 2.2107 0.0403 -0.0694 1.0 -1.4 0.3
N -1.7051 -0.8298 -0.1828 1.0 7.6 1.2
O 1.3422 -0.9725 -0.0903 0.0 -1.1 -0.5
H 1.1937 1.4925 -1.1107 -0.2 -0.6 0.7
H 1.2727 2.0572 0.6321 0.1 -2.2 -1.2
H 0.0618 -0.2666 1.4632 0.2 0.0 -2.5
H -2.0115 -1.5722 0.3011 -1.3 -3.5 2.0
H -1.5244 -0.9223 -1.1078 0.3 -1.1 -3.5
H -2.3714 0.0477 -0.0838 1.8 -2.5 0.0
```
Forces are in eV/Å.

**Energy above the lowest of the compared OMol25 structures with the same formula, charge and spin**: 128.9 kcal per mole
**Charge**: +1
**Orbital gap (spin up / spin down)**: 8.741 / 8.743 eV
**E_tot**: -6732.38954 eV



The following is a DFT calculation (the ωB97M-V functional and the def2-TZVPD basis) of C26H29HoNOP2S as an isolated structure.

```
61
Properties=species:S:1:pos:R:3:forces:R:3
C 1.0010 -1.7628 -3.8471 -0.1 0.1 -0.1
C 1.2357 -1.2093 -2.5888 -0.2 0.3 0.2
C 0.5014 -0.0541 -2.2240 0.3 -0.3 0.3
C -0.3414 0.5652 -3.1355 -0.2 -0.2 -0.4
C -0.5788 -0.0097 -4.3824 0.3 0.0 0.0
C 0.0916 -1.1815 -4.7343 0.0 0.0 0.0
C -1.1574 1.7622 -2.6471 5.8 0.8 0.7
C -0.3976 2.5624 -1.5831 -0.3 0.3 -0.1
C 0.4879 1.8722 -0.7696 0.3 -0.4 0.6
C 1.2343 2.5552 0.2367 -0.4 -0.7 -0.2
C 0.9083 3.8853 0.4921 -0.1 0.3 -0.1
C -0.0688 4.5447 -0.2587 0.1 0.1 0.1
C -0.7118 3.8904 -1.3095 0.3 -0.1 -0.1
H 1.5429 -2.6679 -4.1309 -0.2 0.3 0.0
H -1.2937 0.4703 -5.0553 0.3 -0.2 0.1
H -0.0888 -1.6402 -5.7053 0.1 0.1 0.2
H -1.3158 2.4324 -3.5006 -0.6 -0.3 0.3
H 1.4351 4.4148 1.2910 -0.1 -0.1 -0.3
H -0.3168 5.5806 -0.0314 0.1 -0.3 0.0
H -1.4627 4.3906 -1.9261 0.3 0.0 0.2
N 0.5450 0.4494 -0.8961 2.5 1.6 -3.2
Ho -0.1178 -0.4259 0.7663 -3.9 -1.6 3.1
C 2.2380 -1.8301 -1.6339 0.0 0.0 0.1
H 2.9947 -1.0920 -1.3194 -0.2 -0.2 -0.2
H 2.7456 -2.6823 -2.1058 0.0 0.3 0.0
C 2.3286 1.8462 1.0233 -0.1 -0.1 0.2
H 2.9323 1.1960 0.3677 -0.2 0.3 0.1
H 2.9944 2.5724 1.5108 -0.1 -0.1 -0.3
P 1.4671 -2.4754 -0.0784 0.5 -0.6 -1.1
P 1.6720 0.7684 2.4122 1.2 1.3 -0.1
C 1.2730 2.0218 3.6698 -0.3 -0.1 0.3
H 0.7156 1.5248 4.4755 0.1 0.3 -0.1
H 2.1927 2.4601 4.0819 -0.2 -0.1 -0.2
H 0.6425 2.8146 3.2486 0.1 -0.2 0.1
C 3.2065 0.0389 3.0654 0.0 -0.4 0.2
H 3.8802 0.8270 3.4300 -0.2 -0.2 -0.2
H 2.9369 -0.6252 3.8974 0.2 0.1 -0.2
H 3.7098 -0.5572 2.2926 -0.1 0.2 0.2
C 0.5182 -3.8937 -0.7243 -0.3 -0.2 0.3
H 1.1903 -4.7554 -0.8329 -0.2 0.2 -0.1
H -0.2804 -4.1322 -0.0095 0.2 -0.1 -0.2
H 0.0654 -3.6495 -1.6926 0.1 0.0 0.2
C 2.8689 -3.2957 0.7404 0.0 0.1 0.4
H 2.5571 -3.5630 1.7585 0.2 -0.1 -0.2
H 3.1390 -4.2065 0.1882 0.0 0.3 0.2
H 3.7306 -2.6178 0.7992 -0.2 -0.2 0.0
C -2.3170 1.1956 -2.0411 -1.0 0.4 -0.9
O -2.4621 0.5154 -1.0544 -0.2 0.1 -0.1
H -2.8567 1.6483 -2.8671 -4.2 -1.2 0.7
S -1.1640 -2.4462 2.3178 1.5 -0.5 -0.1
C -2.6410 -1.5796 2.2033 -0.9 1.1 -0.1
C -2.6670 -0.1671 2.4030 -0.1 -0.8 -0.6
C -3.8227 0.5493 2.0818 -0.3 0.0 0.0
C -4.9720 -0.1188 1.6501 0.2 0.1 0.0
C -4.9717 -1.5169 1.5266 0.2 0.1 0.3
C -3.8270 -2.2484 1.8170 0.2 0.5 -0.1
H -1.7897 0.3358 2.8418 -0.3 -0.2 -0.1
H -3.8209 1.6378 2.1719 -0.1 -0.3 0.1
H -5.8741 0.4471 1.4119 0.3 -0.2 0.1
H -5.8722 -2.0381 1.2004 0.2 0.2 0.1
H -3.7929 -3.3329 1.7117 -0.1 0.3 0.0
```
Forces are in eV/Å.

**Energy above the lowest of the compared OMol25 structures with the same formula, charge and spin**: 0.0 kcal per mole
**Charge**: +1
**Orbital gap (spin up / spin down)**: 6.874 / 7.013 eV
**E_tot**: -86176.79905 eV
**Spin multiplicity**: 5



The following is a DFT calculation (the ωB97M-V functional and the def2-TZVPD basis) of an isolated ion of composition C5H5F4O3 and charge -1.

```
17
Properties=species:S:1:pos:R:3:forces:R:3
C -0.5257 -1.4208 1.1277 3.2 2.3 3.2
C 0.5284 -0.2805 1.0580 -1.6 0.6 -1.1
F 0.3515 0.4961 2.1725 0.3 0.3 0.4
F 1.7775 -0.7661 1.1117 1.0 -0.3 0.3
C 0.3569 0.6384 -0.1767 -0.2 -1.2 -2.4
O 1.3206 1.6421 -0.2719 0.6 -2.0 0.1
C -1.0850 1.3972 -0.2702 0.8 0.3 -0.4
O -0.9299 2.6488 -0.2047 -0.4 -1.0 0.0
O -2.0885 0.7053 -0.4965 0.2 0.1 0.4
C 0.3412 -0.4795 -1.5641 -2.9 1.1 2.2
F 1.2858 -1.4307 -1.5190 1.0 -0.2 -0.1
F 0.4656 0.1977 -2.7509 0.0 -0.4 0.8
H -0.0169 -2.2106 0.6917 0.2 -1.9 -1.1
H -0.5304 -1.5230 2.2576 -0.9 -0.4 -1.4
H -1.3078 -0.9569 0.6334 -2.4 0.0 -0.6
H 0.7404 2.4118 -0.2989 -0.6 1.1 0.0
H -0.6837 -1.0693 -1.4997 1.9 1.6 -0.5
```
Forces are in eV/Å.

**Energy above the lowest of the compared OMol25 structures with the same formula, charge and spin**: 0.0 kcal per mole
**Charge**: -1
**Orbital gap**: 9.165 eV
**SMILES string**: CC(F)(F)[C@](O)(C(=O)[O-])C(F)F
**E_tot**: -22280.17305 eV